Formula: C23H29FN2O4
Source: OMol25
Level of theory: wB97M-V/def2-TZVPD

The SMILES is COc1cc(C(=O)N(C)[C@@H]2CCCN(Cc3ccccc3F)C2)cc(OC)c1OC. The energy relative to the best compared isomer or geometry (same formula, charge and spin) is 293.0 kJ/mol. The net charge is 0. The HOMO-LUMO gap is 8.9 eV. As for the total energy: -38208.241 eV.

Last column: Mulliken charge in e.
CARTESIAN COORDINATES (ANGSTROEM)
1 C 1.31309 -4.11074 -1.00234  -0.888
2 H 1.60577 -3.19150 -1.51905  0.298
3 H 0.55163 -4.63351 -1.58925  0.367
4 H 2.18608 -4.75230 -0.89045  0.252
5 O 0.86867 -3.84868 0.30654  -0.456
6 C -0.22943 -3.05677 0.47837  0.646
7 C -0.93532 -2.48473 -0.56807  0.209
8 C -2.01684 -1.65331 -0.30293  -1.122
9 C -2.39784 -1.41292 1.00019  0.042
10 C -1.71182 -1.99282 2.07168  -0.050
11 C -0.61567 -2.82431 1.81546  1.188
12 O 0.11457 -3.36366 2.85907  -0.528
13 C 0.16199 -4.77614 2.92621  -0.766
14 H 0.66060 -5.00723 3.86640  0.283
15 H 0.72828 -5.20269 2.09676  0.249
16 H -0.84681 -5.20421 2.93223  0.311
17 O -2.20486 -1.63363 3.28571  -0.431
18 C -1.76081 -2.24422 4.47773  -0.770
19 H -1.95293 -3.32018 4.47469  0.285
20 H -2.35002 -1.77801 5.26769  0.275
21 H -0.69879 -2.06612 4.65442  0.278
22 H -3.24340 -0.78427 1.22826  0.576
23 C -2.81250 -1.09434 -1.44731  -0.006
24 O -3.61663 -1.78544 -2.04556  -0.717
25 N -2.58234 0.20316 -1.76198  0.143
26 C -3.35568 0.79363 -2.83313  -1.096
27 H -4.13614 0.08239 -3.09937  0.446
28 H -3.81337 1.72679 -2.50607  0.305
29 H -2.73496 0.98115 -3.71102  0.306
30 C -1.57021 1.00562 -1.10782  1.022
31 C -2.15511 2.14043 -0.25866  -0.994
32 C -1.01102 2.85703 0.45548  -0.591
33 C 0.02637 3.33971 -0.56768  -0.949
34 N 0.52596 2.28887 -1.43346  0.287
35 C 1.50817 1.41466 -0.81016  -0.377
36 C 2.80806 2.15916 -0.66256  -0.396
37 C 3.57370 2.45887 -1.78348  0.244
38 C 4.75255 3.17530 -1.70599  -0.652
39 C 5.18928 3.61511 -0.46826  -0.354
40 C 4.45097 3.32765 0.66642  -0.765
41 C 3.27223 2.60783 0.56596  0.018
42 H 2.70166 2.38399 1.45587  0.416
43 H 4.79203 3.66591 1.63306  0.405
44 H 6.10673 4.17833 -0.39271  0.379
45 H 5.31059 3.37895 -2.60632  0.451
46 F 3.16720 2.01928 -2.99301  -0.309
47 H 1.66090 0.56353 -1.47904  0.528
48 H 1.19543 1.02743 0.17228  0.353
49 C -0.55913 1.60983 -2.10384  -1.930
50 H -0.14713 0.82891 -2.74703  0.392
51 H -1.05749 2.35049 -2.73611  0.443
52 H 0.87607 3.80154 -0.06074  0.453
53 H -0.43305 4.09587 -1.21292  0.388
54 H -1.39107 3.71167 1.01692  0.468
55 H -0.54328 2.17251 1.16635  0.288
56 H -2.68215 2.85215 -0.89761  0.410
57 H -2.86515 1.73634 0.46520  0.307
58 H -1.01925 0.33430 -0.44188  -0.143
59 H -0.65837 -2.66666 -1.59317  0.573